Record 1
14
Properties=species:S:1:pos:R:3:nbo_charge:R:1 method="wB97M-V/def2-TZVPD" e_homo_ev=-9.005 orbital_gap_ha=0.3537 relative_energy_kcal_mol=66.3 total_energy_ha=-412.10328
C -2.60 -0.96 0.19 -0.139
C 0.13 0.94 -0.19 0.793
C 1.98 -0.53 0.35 0.291
H -3.00 -0.79 -0.85 0.133
H -3.20 -1.54 0.78 0.180
H -1.25 0.22 -1.41 0.360
H 1.25 1.00 1.53 0.423
H 2.68 -0.62 1.15 0.146
H 2.71 -1.94 -0.77 0.360
N -1.45 -0.58 0.51 -0.194
N -0.77 -0.08 -0.54 -0.475
N 1.11 0.50 0.62 -0.653
N 1.92 -1.25 -0.65 -0.673
O -0.25 2.11 -0.25 -0.551

Record 2
43
Properties=species:S:1:pos:R:3:nbo_charge:R:1 method="wB97M-V/def2-TZVPD" e_homo_ev=-5.837 orbital_gap_ha=0.3305 relative_energy_kcal_mol=94.8 total_energy_ha=-902.03701 total_charge=-1
C -1.88 -2.52 -1.07 -0.665
C -0.62 -1.72 -1.53 -0.251
N -0.22 -0.82 -0.35 -0.705
C 2.63 0.20 0.78 -0.608
C 1.30 -0.37 1.40 -0.375
C 0.50 -1.45 0.73 -0.115
C -0.34 -2.06 1.85 -0.082
O -1.77 -1.88 1.86 -0.824
H -2.76 -1.88 -1.08 0.219
H -1.77 -2.84 0.02 0.247
H -2.11 -3.54 -1.50 0.192
H 0.15 -2.50 -1.76 0.186
H -0.97 -1.16 -2.41 0.211
H -1.11 -0.47 -0.02 0.428
H 3.47 -0.42 0.83 0.198
H 2.46 0.34 -0.34 0.201
H 2.96 1.09 1.10 0.192
H 1.65 -0.71 2.45 0.186
H 0.76 0.57 1.48 0.208
H 1.25 -2.20 0.44 0.190
H -0.18 -3.18 1.99 0.158
H -0.17 -1.54 2.78 0.174
H 1.65 2.44 0.37 0.480
H 0.23 3.24 0.20 0.517
O 1.15 3.16 -0.13 -0.985
H 1.30 -1.08 -2.67 0.477
H 1.81 0.21 -3.31 0.465
O 1.82 -0.74 -3.50 -0.954
H 0.43 2.38 -1.43 0.503
H 0.15 0.99 -1.50 0.487
O 0.55 1.65 -2.09 -1.012
H 2.96 1.40 -3.33 0.443
H 2.34 1.22 -2.01 0.482
O 3.15 1.59 -2.44 -0.947
H -1.72 2.96 1.43 0.474
H -1.77 1.59 0.62 0.521
O -1.53 2.74 0.54 -1.075
H -3.16 1.94 2.52 0.490
H -1.86 1.48 3.23 0.488
O -2.41 2.28 3.08 -0.968
H -2.18 -1.10 1.28 0.514
H -3.48 0.52 0.71 0.445
O -2.65 0.19 0.78 -1.209

Record 3
59
Properties=species:S:1:pos:R:3:nbo_charge:R:1 method="wB97M-V/def2-TZVPD" e_homo_ev=-8.146 orbital_gap_ha=0.3712 relative_energy_kcal_mol=48.5 total_energy_ha=-1528.28305 total_charge=-1
O 2.18 0.09 -0.59 -1.061
H 3.09 0.38 -0.58 0.473
O 1.01 2.10 0.13 -1.170
H 1.59 0.89 -0.11 0.509
H 1.58 2.85 0.05 0.461
O 0.88 1.91 -2.55 -1.001
H 0.92 0.96 -2.57 0.484
H 1.03 2.12 -1.60 0.500
O 0.79 -2.04 -1.44 -1.065
H 0.01 -1.51 -1.78 0.502
H 1.44 -1.42 -1.01 0.504
O -0.83 -0.35 1.81 -0.985
H -0.47 0.35 2.43 0.527
H -1.27 -0.95 2.43 0.488
O -5.33 -1.73 1.32 -0.929
H -4.91 -2.15 2.10 0.461
H -5.17 -0.81 1.52 0.469
O -1.22 -3.99 3.16 -0.955
H -0.45 -4.51 2.79 0.484
H -1.56 -3.61 2.36 0.472
O -1.27 2.65 -1.05 -1.025
H -1.14 2.58 -1.99 0.492
H -0.47 2.36 -0.54 0.512
O -2.74 0.48 0.00 -0.986
H -2.14 1.24 -0.04 0.494
H -2.17 -0.03 0.68 0.494
O -0.60 2.07 -4.75 -0.987
H -0.77 2.74 -5.38 0.472
H -0.14 2.48 -3.97 0.510
O 0.38 0.71 4.95 -0.945
H 1.08 0.16 4.61 0.472
H 0.67 1.60 4.98 0.476
O 1.26 1.52 2.70 -0.995
H 1.89 0.85 2.33 0.463
H 1.17 2.00 1.85 0.492
O 0.07 -4.10 0.39 -0.992
H 0.22 -3.83 -0.53 0.502
H 0.70 -3.49 0.82 0.480
O 2.06 -3.46 -3.60 -0.963
H 1.73 -2.64 -3.94 0.463
H 1.86 -3.46 -2.65 0.495
O 0.70 -0.21 -5.45 -0.954
H 0.96 -0.60 -4.57 0.448
H -0.05 0.35 -5.16 0.492
O -3.52 3.61 -0.40 -0.996
H -3.69 2.65 -0.35 0.475
H -2.58 3.77 -0.67 0.502
O 0.99 4.45 2.03 -0.963
H 1.30 4.32 2.92 0.477
H 0.90 3.64 1.49 0.475
O -1.64 -1.12 -1.78 -0.973
H -1.94 -0.58 -1.02 0.496
H -1.91 -0.58 -2.53 0.472
O 3.78 -2.51 3.08 -0.973
H 3.03 -2.64 2.45 0.505
H 3.78 -1.57 3.29 0.455
O 1.78 -1.68 1.42 -1.029
H 2.24 -0.95 0.89 0.501
H 0.91 -1.35 1.63 0.498

Record 4
21
Properties=species:S:1:pos:R:3:nbo_charge:R:1 method="wB97M-V/def2-TZVPD" e_homo_ev=-13.587 orbital_gap_ha=0.3823 relative_energy_kcal_mol=44.1 total_energy_ha=-328.61589 total_charge=+1
C 0.44 0.77 -1.18 -0.234
C 1.51 0.38 -0.16 -0.420
C 1.50 -1.11 0.30 -0.458
C -0.35 -1.01 2.14 -0.370
C 0.31 -1.53 1.11 -0.273
N -0.78 -0.13 -1.16 -0.698
H 0.00 1.71 -0.85 0.227
H 0.84 0.95 -2.17 0.236
H 1.37 0.89 0.79 0.225
H 2.49 0.57 -0.60 0.246
H 1.72 -1.77 -0.54 0.218
H 2.35 -1.18 0.98 0.262
H -0.18 -0.03 2.58 0.208
H -0.68 -1.77 2.84 0.228
H 0.29 -2.63 1.10 0.219
H -1.13 -0.28 -2.10 0.433
H -1.53 0.36 -0.68 0.468
H -0.67 -1.03 -0.68 0.455
H -2.05 2.53 -1.18 0.486
H -3.20 2.24 -0.17 0.509
O -2.27 2.08 -0.36 -0.969

Record 5
8
Properties=species:S:1:pos:R:3:nbo_charge:R:1 method="wB97M-V/def2-TZVPD" e_homo_ev="-3.388 / -3.395" orbital_gap_ha="0.2649 / 0.2650" relative_energy_kcal_mol=94.6 total_energy_ha=-713.93647 total_charge=-1
N -1.58 0.24 0.21 -0.818
N 0.30 0.75 -0.15 0.285
N 1.10 -0.29 0.03 0.113
O 0.47 1.93 0.02 -0.435
O 2.26 0.00 -0.03 -0.477
S 0.51 -1.83 -0.05 -0.333
H -1.69 -0.62 0.71 0.326
H -1.37 -0.18 -0.75 0.339

Record 6
22
Properties=species:S:1:pos:R:3:nbo_charge:R:1 method="wB97M-V/def2-TZVPD" e_homo_ev=-8.659 orbital_gap_ha=0.3463 relative_energy_kcal_mol=8.2 total_energy_ha=-3206.51169
C -0.16 -1.16 -0.95 -0.380
C 0.40 -1.68 0.34 -0.426
C 0.06 0.36 -1.30 -0.410
C -0.21 -0.80 1.37 -0.435
C -0.59 1.13 -0.10 -0.429
C 0.04 0.70 1.22 -0.043
N -0.47 1.49 2.35 -0.966
P -2.01 1.22 2.89 0.706
Br -3.21 2.72 1.67 -0.305
H 0.26 -1.86 -1.81 0.207
H -1.31 -1.36 -0.97 0.188
H 0.08 -2.73 0.41 0.221
H 1.53 -1.72 0.12 0.207
H 1.11 0.56 -1.39 0.195
H -0.33 0.47 -2.37 0.223
H -1.33 -0.86 1.17 0.209
H -0.10 -1.00 2.43 0.215
H -0.60 2.25 -0.21 0.233
H -1.63 0.68 -0.21 0.207
H 1.16 1.03 1.22 0.203
H 0.22 1.63 3.01 0.398
H -2.03 2.18 4.16 -0.017